{
  "formula": "C4H11B",
  "method": "ωB97M-V with the def2-TZVPD basis set",
  "lumo_ev": 0.666,
  "largest_force_ev_per_a": 5.673,
  "symbols": ["B", "C", "C", "C", "C", "H", "H", "H", "H", "H", "H", "H", "H", "H", "H", "H"],
  "coordinates": [[0.724, -0.019, 0.043], [1.528, -1.340, 0.065], [0.877, 1.031, 1.176], [-2.084, 0.204, -0.399], [-0.926, 0.190, -1.328], [1.474, -1.971, 0.957], [2.527, -0.997, 0.077], [1.503, -2.039, -0.748], [0.090, 1.723, 1.401], [1.703, 1.573, 0.964], [1.259, 0.487, 2.039], [-1.726, -0.068, 0.569], [-2.476, 1.205, -0.226], [-2.752, -0.638, -0.735], [-0.973, -0.536, -2.060], [-0.750, 1.194, -1.793]],
  "lowdin_charge": [-0.1270, -0.0585, -0.0469, -0.2013, -0.1636, 0.0744, 0.0498, 0.0475, 0.0629, 0.0248, 0.0741, 0.0305, 0.0717, 0.0909, 0.0125, 0.0583]
}

{
  "formula": "C4H11BO",
  "method": "ωB97M-V with the def2-TZVPD basis set",
  "lumo_ev": 0.670,
  "largest_force_ev_per_a": 4.994,
  "symbols": ["B", "C", "C", "C", "C", "O", "H", "H", "H", "H", "H", "H", "H", "H", "H", "H", "H"],
  "coordinates": [[0.247, 0.163, 0.360], [-0.261, -0.959, 1.362], [-2.136, 0.343, -1.405], [2.730, -0.116, 0.586], [-0.976, 1.174, -0.957], [1.555, 0.347, -0.029], [0.264, -1.011, 2.223], [-0.121, -1.911, 0.851], [-1.399, -0.932, 1.436], [-2.698, -0.109, -0.674], [-2.869, 0.862, -1.875], [-1.727, -0.603, -1.945], [2.684, 0.289, 1.524], [3.646, 0.308, 0.254], [2.910, -1.264, 0.739], [-0.429, 1.424, -1.941], [-1.421, 1.992, -0.509]],
  "lowdin_charge": [-0.2260, -0.0141, -0.2053, -0.0939, -0.1403, -0.0217, 0.0087, 0.0721, 0.0860, 0.0216, 0.0267, 0.1120, 0.0514, 0.0750, 0.1367, 0.0943, 0.0170]
}

It is found that the HOMO level values, taken in the order of the records, are -8.240 -9.004 eV.
It is found that the gap between HOMO and LUMO values, taken in the order of the records, are 8.91 9.67 eV.